(1)
80
Properties=species:S:1:pos:R:3:lowdin_charge:R:1 method="wB97M-V/def2-TZVPD" homo_lumo_gap_ev="6.36 / 6.84" max_force_ev_per_a=2.785 multiplicity=2 total_energy_ha=-5457.73452 total_charge=-2
V 0.902 -1.503 1.132 1.111
O -0.145 0.956 -2.061 -0.257
S -0.165 -0.410 -1.666 0.590
O -1.389 -1.116 -1.808 -0.233
O 0.347 -0.498 -0.177 -0.402
C 1.096 -1.318 -2.523 -0.222
C 1.653 -0.657 -3.602 -0.043
C 2.595 -1.299 -4.389 -0.065
C 2.988 -2.591 -4.090 -0.072
C 2.456 -3.251 -2.990 -0.056
C 1.508 -2.631 -2.189 -0.199
S 1.096 -3.526 -0.678 0.546
O -0.215 -3.085 -0.189 -0.314
O 1.248 -4.910 -0.983 -0.266
O 2.092 -3.006 0.325 -0.339
H 1.364 0.371 -3.784 0.118
H 3.036 -0.774 -5.229 0.104
H 3.731 -3.089 -4.703 0.099
H 2.768 -4.253 -2.729 0.110
N -0.274 -0.318 2.405 0.012
C -0.343 -0.859 3.772 -0.107
C 0.520 -2.096 3.870 -0.514
O 0.720 -2.734 4.852 0.124
O 1.047 -2.385 2.643 -0.142
H 0.111 0.629 2.354 0.066
H -1.208 -0.316 1.979 0.057
H -1.361 -1.159 4.006 0.129
H 0.035 -0.150 4.497 0.122
O -5.390 -2.259 -0.686 0.001
C -4.747 -3.419 -0.456 -0.281
C -5.226 -4.594 -1.049 -0.040
C -4.579 -5.802 -0.840 -0.122
C -3.444 -5.862 -0.032 -0.112
C -2.986 -4.698 0.567 -0.032
C -3.624 -3.476 0.377 -0.068
C -3.033 -2.243 1.000 -0.458
O -2.054 -2.344 1.760 -0.022
N -3.690 -1.135 0.661 -0.015
N -2.998 -0.023 1.095 -0.052
C -3.287 1.041 0.478 -0.910
S -4.384 1.100 -0.924 0.910
C -3.945 2.808 -1.378 -0.544
C -2.566 3.116 -0.810 -0.524
S -2.610 2.611 0.925 0.886
H -4.806 -1.551 -0.256 0.001
H -6.100 -4.520 -1.686 0.100
H -4.957 -6.700 -1.320 0.085
H -2.917 -6.798 0.116 0.085
H -2.097 -4.698 1.184 0.111
H -4.690 3.486 -0.966 0.056
H -3.951 2.870 -2.467 0.068
H -2.315 4.175 -0.862 0.073
H -1.799 2.527 -1.311 0.054
O 3.277 -0.680 -0.699 0.085
C 3.407 -0.244 0.414 -0.484
C 4.649 0.437 0.941 -0.082
C 4.200 1.001 2.288 -0.077
C 2.915 0.262 2.599 -0.463
O 2.363 0.238 3.677 0.075
N 2.479 -0.401 1.458 0.046
H 4.986 1.184 0.227 0.107
H 5.417 -0.331 1.053 0.121
H 3.952 2.061 2.205 0.117
H 4.906 0.867 3.105 0.113
O 2.738 3.295 -2.404 -0.323
S 2.984 3.527 -1.002 0.600
O 4.349 3.851 -0.645 -0.340
N 2.408 2.372 -0.066 -0.026
C 1.436 2.812 0.766 -0.494
O 0.839 2.174 1.628 0.006
C 1.146 4.285 0.583 -0.131
C 0.244 5.061 1.281 -0.023
C 0.144 6.408 0.949 -0.086
C 0.944 6.956 -0.059 -0.096
C 1.853 6.166 -0.755 -0.048
C 1.927 4.828 -0.413 -0.211
H -0.361 4.610 2.061 0.107
H -0.566 7.040 1.469 0.093
H 0.863 8.010 -0.294 0.091
H 2.484 6.582 -1.533 0.113

(2)
73
Properties=species:S:1:pos:R:3:lowdin_charge:R:1 method="wB97M-V/def2-TZVPD" homo_lumo_gap_ev="5.11 / 3.04" max_force_ev_per_a=4.617 multiplicity=2 total_energy_ha=-7157.30145 total_charge=+3
Ta 0.343 0.727 -0.368 2.057
C 3.599 -0.860 0.388 0.006
C 2.412 -1.731 0.233 -0.284
C 2.423 -3.119 0.303 0.050
C 1.118 -3.507 0.096 0.027
N 0.356 -2.423 -0.091 0.052
N 1.147 -1.302 -0.008 -0.052
B -1.134 -2.253 -0.446 -0.638
N -1.774 -1.293 0.596 0.035
C -2.827 -1.544 1.384 0.023
C -3.237 -0.369 1.977 0.050
C -2.378 0.615 1.500 -0.304
C -2.516 2.057 1.813 -0.012
N -1.465 0.046 0.665 -0.064
N -1.197 -1.543 -1.827 0.037
C -1.848 -1.933 -2.929 0.031
C -1.736 -0.954 -3.894 0.059
C -0.967 0.050 -3.313 -0.288
C -0.544 1.328 -3.923 -0.022
N -0.641 -0.315 -2.051 -0.056
N -1.993 -3.502 -0.540 -0.032
C -1.767 -4.853 -0.548 -0.049
C -2.949 -5.482 -0.796 0.022
C -3.910 -4.433 -0.936 -0.318
C -5.331 -4.575 -1.241 -0.018
N -3.289 -3.266 -0.773 0.074
H 4.480 -1.485 0.514 0.111
H 3.748 -0.241 -0.495 0.084
H 3.506 -0.222 1.265 0.079
H 3.263 -3.757 0.482 0.134
H 0.738 -4.503 0.085 0.120
H -3.242 -2.524 1.499 0.144
H -4.057 -0.233 2.652 0.135
H -2.995 2.173 2.784 0.106
H -1.579 2.608 1.806 0.058
H -3.182 2.516 1.079 0.111
H -2.356 -2.872 -3.000 0.144
H -2.159 -0.963 -4.878 0.135
H -0.675 1.273 -5.002 0.112
H -1.172 2.145 -3.566 0.082
H 0.503 1.545 -3.705 0.074
H -0.811 -5.300 -0.391 0.095
H -3.136 -6.533 -0.873 0.117
H -5.616 -5.624 -1.278 0.093
H -5.952 -4.040 -0.519 0.092
H -5.561 -4.106 -2.204 0.093
C 0.387 0.433 3.528 0.015
C 1.421 1.359 3.002 -0.248
C 2.161 2.161 3.897 0.073
C 3.159 2.981 3.441 0.052
C 3.431 3.030 2.059 -0.145
C 4.449 3.826 1.454 -0.517
Br 5.526 4.947 2.521 1.060
C 4.660 3.781 0.089 -0.087
C 3.865 2.977 -0.729 -0.539
Br 4.137 2.902 -2.597 0.958
C 2.831 2.199 -0.189 -0.337
O 2.029 1.423 -0.881 -0.223
C 2.617 2.232 1.221 -0.164
N 1.637 1.416 1.696 0.098
H 0.702 0.032 4.488 0.112
H 0.188 -0.382 2.834 0.076
H -0.537 0.980 3.709 0.103
H 1.938 2.110 4.951 0.147
H 3.737 3.577 4.132 0.112
H 5.451 4.369 -0.356 0.131
O -0.204 2.516 0.141 -0.271
N -0.183 2.724 -1.170 -0.041
C 0.228 3.890 -1.556 -0.206
C 0.677 4.825 -0.572 -0.102
N 1.142 5.430 0.281 0.281
C 0.376 4.260 -2.918 -0.138
N 0.536 4.579 -4.004 0.294

(3)
68
Properties=species:S:1:pos:R:3:lowdin_charge:R:1 method="wB97M-V/def2-TZVPD" homo_lumo_gap_ev="6.56 / 6.24" max_force_ev_per_a=1.018 multiplicity=5 total_energy_ha=-2821.49440 total_charge=+2
Ru 0.642 -0.006 -0.659 1.170
C -2.954 0.167 -1.150 -0.265
C -2.219 1.504 -1.286 -0.294
P -0.575 1.401 -2.060 0.973
C 0.246 2.979 -1.942 -0.411
C -0.464 4.146 -1.672 -0.070
C 0.217 5.349 -1.564 -0.040
C 1.595 5.381 -1.710 -0.028
C 2.306 4.216 -1.981 -0.038
C 1.631 3.015 -2.102 -0.107
C -0.755 0.970 -3.796 -0.341
C -1.077 -0.325 -4.214 -0.106
C -1.305 -0.590 -5.553 -0.050
C -1.198 0.434 -6.487 -0.035
C -0.861 1.716 -6.083 -0.036
C -0.634 1.991 -4.742 -0.057
C -2.334 -0.848 -0.157 -0.294
P -0.935 -1.720 -0.920 0.985
C -1.541 -3.231 -1.684 -0.336
C -0.729 -4.360 -1.809 -0.060
C -1.261 -5.521 -2.343 -0.036
C -2.584 -5.557 -2.765 -0.025
C -3.385 -4.427 -2.662 -0.036
C -2.866 -3.258 -2.132 -0.077
C 0.406 -2.229 0.193 -0.398
C 1.610 -2.444 -0.464 -0.163
C 2.687 -3.125 0.159 -0.001
C 2.457 -3.792 1.372 -0.023
C 1.289 -3.630 2.054 0.036
C 0.291 -2.578 1.666 -0.168
H -3.076 -0.272 -2.144 0.090
H -3.961 0.381 -0.792 0.131
H -2.090 1.992 -0.316 0.109
H -2.816 2.165 -1.920 0.112
H -1.540 4.128 -1.543 0.110
H -0.329 6.259 -1.355 0.123
H 2.123 6.321 -1.617 0.124
H 3.382 4.247 -2.090 0.123
H 2.186 2.117 -2.349 0.104
H -1.132 -1.142 -3.507 0.050
H -1.552 -1.594 -5.873 0.118
H -1.367 0.225 -7.535 0.123
H -0.768 2.509 -6.813 0.123
H -0.368 2.994 -4.436 0.111
H -3.074 -1.583 0.162 0.109
H -1.980 -0.335 0.736 0.080
H 0.300 -4.355 -1.477 0.101
H -0.640 -6.403 -2.426 0.124
H -2.994 -6.471 -3.174 0.126
H -4.414 -4.455 -2.995 0.124
H -3.502 -2.385 -2.063 0.101
H 1.691 -2.247 -1.534 0.111
H 3.625 -3.240 -0.364 0.127
H 3.203 -4.483 1.742 0.135
H 1.087 -4.204 2.949 0.139
H -0.724 -2.902 1.910 0.166
F 1.726 -0.774 2.209 0.140
C 0.537 -1.318 2.529 -0.401
F -0.426 -0.397 2.237 0.090
C 0.498 -1.551 4.064 -0.563
F 1.655 -2.057 4.472 0.201
F -0.478 -2.424 4.343 0.181
F 0.262 -0.416 4.692 0.220
F 2.816 3.193 1.639 0.270
B 1.577 3.094 2.078 -0.912
F 1.285 2.279 3.076 0.264
F 0.630 3.861 1.560 0.258
F 1.096 1.394 0.495 -0.411

(4)
61
Properties=species:S:1:pos:R:3:lowdin_charge:R:1 method="wB97M-V/def2-TZVPD" homo_lumo_gap_ev=8.89 max_force_ev_per_a=0.565 total_energy_ha=-1531.22024 smiles="CCOC(=O)c1ccc(-c2ccc(OC(=O)N(C)Cc3cccc(-c4ccncc4)c3)cc2)cc1"
C -9.237 4.428 -0.527 -0.065
C -8.109 5.305 -1.036 -0.225
O -6.935 4.503 -1.159 -0.013
C -5.833 5.133 -1.587 -0.452
O -5.812 6.310 -1.861 0.112
C -4.661 4.234 -1.682 -0.125
C -3.445 4.770 -2.103 0.001
C -2.329 3.967 -2.206 -0.014
C -2.398 2.610 -1.888 -0.174
C -1.208 1.755 -1.995 -0.185
C -0.934 0.791 -1.028 -0.010
C 0.184 -0.017 -1.117 0.010
C 1.052 0.138 -2.188 -0.224
O 2.162 -0.665 -2.385 0.069
C 2.921 -1.048 -1.319 -0.515
O 2.782 -0.635 -0.195 0.124
N 3.870 -1.939 -1.678 -0.090
C 4.103 -2.394 -3.027 -0.029
C 4.757 -2.398 -0.621 -0.096
C 4.010 -3.177 0.434 -0.198
C 3.044 -4.106 0.070 -0.030
C 2.351 -4.809 1.039 -0.064
C 2.615 -4.595 2.379 -0.030
C 3.585 -3.673 2.761 -0.173
C 3.873 -3.437 4.183 -0.177
C 5.180 -3.282 4.642 -0.014
C 5.393 -3.070 5.994 -0.148
N 4.420 -3.000 6.886 0.051
C 3.179 -3.143 6.454 -0.147
C 2.850 -3.363 5.127 -0.013
C 4.276 -2.971 1.778 0.023
C 0.790 1.089 -3.167 0.009
C -0.329 1.889 -3.068 -0.021
C -3.618 2.081 -1.467 -0.016
C -4.739 2.879 -1.365 -0.002
H -8.975 4.005 0.440 0.077
H -9.423 3.615 -1.223 0.077
H -10.141 5.021 -0.423 0.077
H -7.902 6.131 -0.346 0.128
H -8.347 5.735 -2.016 0.129
H -3.401 5.822 -2.340 0.121
H -1.386 4.394 -2.514 0.115
H -1.594 0.684 -0.180 0.117
H 0.389 -0.750 -0.354 0.119
H 4.164 -3.484 -3.048 0.090
H 5.039 -1.982 -3.415 0.096
H 3.285 -2.072 -3.664 0.091
H 5.525 -3.025 -1.080 0.134
H 5.241 -1.534 -0.153 0.133
H 2.823 -4.272 -0.974 0.112
H 1.600 -5.529 0.748 0.105
H 2.081 -5.155 3.132 0.112
H 6.013 -3.346 3.959 0.110
H 6.395 -2.950 6.387 0.104
H 2.410 -3.075 7.213 0.104
H 1.818 -3.455 4.826 0.111
H 5.007 -2.231 2.068 0.124
H 1.471 1.186 -3.999 0.120
H -0.534 2.615 -3.841 0.115
H -3.688 1.028 -1.236 0.114
H -5.681 2.463 -1.044 0.117

(5)
65
Properties=species:S:1:pos:R:3:lowdin_charge:R:1 method="wB97M-V/def2-TZVPD" homo_lumo_gap_ev="7.88 / 7.05" max_force_ev_per_a=1.419 multiplicity=5 total_energy_ha=-3004.91407 total_charge=+1
Os 1.109 0.232 2.645 1.184
S 1.724 -2.064 1.953 0.352
P 1.011 -1.400 0.148 0.512
C 0.506 0.142 0.730 -0.817
P 0.591 1.770 0.160 0.528
S 1.116 2.580 1.978 0.352
C -1.043 2.290 -0.387 -0.338
C -1.211 3.436 -1.162 -0.068
C -2.488 3.825 -1.535 -0.060
C -3.587 3.080 -1.133 -0.060
C -3.418 1.938 -0.360 -0.064
C -2.146 1.539 0.017 -0.084
C 1.773 2.248 -1.105 -0.371
C 2.891 3.010 -0.780 -0.093
C 3.813 3.321 -1.770 -0.055
C 3.625 2.860 -3.066 -0.056
C 2.509 2.096 -3.386 -0.060
C 1.580 1.788 -2.409 -0.088
C 2.297 -1.532 -1.093 -0.347
C 3.402 -0.686 -0.984 -0.093
C 4.474 -0.851 -1.841 -0.056
C 4.450 -1.864 -2.794 -0.053
C 3.351 -2.704 -2.901 -0.058
C 2.266 -2.542 -2.052 -0.065
C -0.439 -2.308 -0.422 -0.359
C -0.949 -3.387 0.292 -0.108
C -2.136 -3.980 -0.119 -0.067
C -2.801 -3.501 -1.238 -0.063
C -2.292 -2.421 -1.950 -0.060
C -1.116 -1.817 -1.539 -0.086
H -0.346 4.009 -1.473 0.114
H -2.625 4.710 -2.143 0.113
H -4.582 3.390 -1.426 0.112
H -4.280 1.359 -0.056 0.107
H -1.990 0.647 0.612 0.083
H 3.026 3.367 0.232 0.071
H 4.676 3.926 -1.529 0.114
H 4.351 3.101 -3.831 0.114
H 2.365 1.750 -4.400 0.114
H 0.697 1.205 -2.649 0.109
H 3.416 0.085 -0.223 0.105
H 5.339 -0.207 -1.755 0.115
H 5.298 -2.002 -3.451 0.113
H 3.346 -3.499 -3.635 0.113
H 1.406 -3.195 -2.122 0.108
H -0.406 -3.767 1.149 0.082
H -2.539 -4.819 0.433 0.112
H -3.715 -3.979 -1.565 0.112
H -2.814 -2.054 -2.823 0.113
H -0.712 -0.970 -2.083 0.108
O 2.571 -0.403 6.372 0.036
N 2.114 -0.716 5.337 -0.197
O 1.977 0.277 4.445 -0.438
C -4.214 -1.654 3.160 0.008
N -3.080 -0.802 3.485 -0.109
C -3.089 0.365 4.210 -0.037
C -1.811 0.830 4.209 -0.107
N -1.026 -0.042 3.494 -0.074
C -1.820 -1.007 3.073 -0.161
H -5.088 -1.325 3.714 0.097
H -3.992 -2.686 3.423 0.099
H -4.425 -1.606 2.092 0.093
H -3.980 0.763 4.661 0.128
H -1.404 1.710 4.675 0.115
H -1.512 -1.861 2.491 0.117

(6)
64
Properties=species:S:1:pos:R:3:lowdin_charge:R:1 method="wB97M-V/def2-TZVPD" homo_lumo_gap_ev="6.90 / 6.91" max_force_ev_per_a=0.377 total_energy_ha=-3128.56224 total_charge=-1
Ni 0.239 0.040 1.953 0.514
O -1.470 -0.618 2.436 -0.098
C -2.014 -1.710 2.029 -0.354
C -3.380 -1.949 2.355 -0.023
C -4.033 -3.094 1.977 -0.117
C -3.375 -4.100 1.251 -0.143
C -2.053 -3.900 0.924 -0.103
C -1.358 -2.734 1.279 -0.158
C 0.020 -2.627 0.868 -0.074
N 0.741 -1.588 1.063 -0.061
N 2.049 -1.626 0.589 0.069
C 2.656 -0.525 0.966 -0.474
O 2.147 0.406 1.677 -0.079
C 4.059 -0.338 0.487 -0.143
C 4.591 0.946 0.462 -0.024
C 5.878 1.161 -0.012 -0.094
C 6.646 0.092 -0.451 -0.114
C 6.121 -1.194 -0.416 -0.101
C 4.832 -1.409 0.046 -0.041
H -3.886 -1.169 2.910 0.110
H -5.076 -3.223 2.246 0.091
H -3.890 -5.007 0.961 0.083
H -1.515 -4.660 0.364 0.102
H 0.480 -3.472 0.355 0.120
H 3.979 1.763 0.821 0.114
H 6.282 2.166 -0.037 0.095
H 7.651 0.259 -0.819 0.090
H 6.720 -2.032 -0.752 0.092
H 4.403 -2.401 0.069 0.101
C 0.314 1.666 -4.153 -0.115
C 0.620 0.558 -3.376 -0.091
C 0.510 0.624 -1.994 -0.027
C 0.106 1.807 -1.388 -0.251
C -0.192 2.924 -2.161 -0.039
C -0.093 2.847 -3.541 -0.101
N 0.010 1.768 0.040 0.075
N -0.124 2.877 0.569 0.084
C -0.232 2.878 1.996 -0.258
C -0.468 4.145 2.528 -0.063
C -0.613 4.301 3.895 -0.125
C -0.530 3.176 4.708 -0.116
C -0.299 1.922 4.158 -0.108
C -0.124 1.721 2.787 -0.120
H 0.399 1.615 -5.232 0.092
H 0.947 -0.364 -3.841 0.101
H 0.738 -0.231 -1.372 0.102
H -0.505 3.833 -1.666 0.099
H -0.331 3.716 -4.144 0.094
H -0.539 4.991 1.854 0.094
H -0.794 5.280 4.322 0.085
H -0.650 3.282 5.781 0.088
H -0.260 1.063 4.821 0.090
C -2.954 -0.951 -3.874 -0.075
N -2.919 -1.025 -2.437 -0.187
C -3.191 -2.296 -1.798 -0.038
C -2.623 0.060 -1.674 -0.336
O -2.561 0.051 -0.466 0.046
H -3.967 -1.110 -4.261 0.081
H -2.298 -1.706 -4.317 0.086
H -2.604 0.029 -4.196 0.075
H -4.035 -2.783 -2.294 0.087
H -3.427 -2.126 -0.750 0.071
H -2.323 -2.959 -1.844 0.091
H -2.431 0.963 -2.281 0.129

(7)
60
Properties=species:S:1:pos:R:3:lowdin_charge:R:1 method="wB97M-V/def2-TZVPD" homo_lumo_gap_ev=4.26 max_force_ev_per_a=2.235 total_energy_ha=-1819.68944
C -0.995 -0.461 3.668 -0.101
C -2.046 -0.803 2.799 -0.096
C -2.288 -0.008 1.668 -0.100
C -1.417 1.044 1.377 -0.301
S -1.466 2.084 -0.215 0.653
O -2.117 3.311 0.236 -0.474
O -0.075 2.214 -0.647 -0.481
C -0.489 1.470 2.292 -0.102
C -0.249 0.709 3.436 -0.083
H -0.756 -1.085 4.538 0.096
H -2.664 -1.683 3.013 0.096
H -3.148 -0.195 1.023 0.089
H 0.062 2.392 2.121 0.113
H 0.521 1.048 4.116 0.095
C 5.636 -3.477 -1.272 -0.052
O 5.169 -2.825 -2.481 -0.079
C 3.860 -2.460 -2.532 -0.250
C 3.459 -1.662 -3.634 0.011
C 2.186 -1.137 -3.678 -0.009
C 1.223 -1.480 -2.694 -0.172
C -0.138 -0.935 -2.718 -0.058
C -0.339 0.410 -3.116 -0.024
C -1.555 1.045 -3.229 -0.010
C -1.774 2.352 -3.799 -0.210
C -3.107 2.777 -4.021 -0.014
C -3.381 4.029 -4.555 -0.068
C -2.324 4.894 -4.893 -0.060
C -0.997 4.463 -4.736 -0.063
C -0.720 3.205 -4.200 -0.002
C -1.236 -1.801 -2.303 -0.165
C -1.219 -3.182 -2.662 -0.013
C -2.274 -4.023 -2.385 0.013
C -3.378 -3.544 -1.637 -0.253
O -4.352 -4.439 -1.330 -0.077
C -5.409 -3.979 -0.443 -0.049
C -3.402 -2.190 -1.230 0.002
C -2.339 -1.353 -1.546 -0.021
C 1.611 -2.367 -1.657 -0.003
C 2.915 -2.816 -1.539 -0.001
H 6.676 -3.738 -1.468 0.093
H 5.571 -2.790 -0.418 0.102
H 5.053 -4.383 -1.064 0.089
H 4.186 -1.437 -4.405 0.121
H 1.885 -0.499 -4.509 0.121
H 0.561 0.975 -3.377 0.113
H -2.459 0.509 -2.965 0.099
H -3.910 2.083 -3.765 0.120
H -4.417 4.328 -4.728 0.107
H -2.536 5.867 -5.336 0.106
H -0.172 5.105 -5.050 0.107
H 0.311 2.870 -4.078 0.114
H -0.366 -3.575 -3.206 0.122
H -2.272 -5.053 -2.719 0.120
H -6.092 -4.823 -0.336 0.093
H -4.986 -3.702 0.535 0.100
H -5.935 -3.121 -0.883 0.093
H -4.251 -1.793 -0.669 0.104
H -2.354 -0.327 -1.173 0.065
H 0.880 -2.684 -0.914 0.129
H 3.200 -3.414 -0.672 0.107